No. 1
Computed, not measured: a structure of composition C4H11AlCl2Tb, with wB97M-V/def2-TZVPD.

XYZ file:
```
19
C4H11AlCl2Tb, DFT wB97M-V/def2-TZVPD
Al 0.790 -0.120 -1.104
Cl 1.935 -2.118 -1.049
C 2.309 1.060 -1.697
C -0.567 -0.617 -2.615
H 2.133 1.429 -2.716
H 2.391 1.889 -1.015
H 3.260 0.497 -1.694
H -0.534 0.167 -3.418
H -1.552 -0.640 -2.179
H -0.282 -1.590 -3.056
Tb -0.058 -0.037 2.628
C -2.023 -1.162 2.942
C -0.418 1.031 0.620
H -2.932 -0.716 2.511
H -2.036 -2.233 2.697
H -2.118 -1.097 4.037
H -1.451 1.127 0.070
H -0.002 2.053 0.438
Cl 1.153 1.074 4.601
```

As for the multiplicity: 7. As for the expectation value of S²: 12.625. The charge is -1. The value obtained for the molecular weight is 315.94 u. As for the HOMO energy (alpha / beta): -4.54 / -4.68 eV. The calculation puts the HOMO-LUMO gap (alpha / beta) at 6.8 / 7.1 eV. The LUMO energy (alpha / beta) comes out at 0.0827 / 0.0882 hartree. The value obtained for the total energy is -2146.310953 a.u. The value obtained for the max |F| is 0.0416 Eh/bohr.

Atomic partial charges in e from the Löwdin method, atoms 1 to 6:
1 Al 0.04
2 Cl 0.02
3 C -0.25
4 C -0.24
5 H -0.01
6 H -0.04

=====

No. 2
Computed, not measured: a structure of composition C21H36GeIrN3O4S, with wB97M-V/def2-TZVPD.

XYZ file:
```
67
C21H36GeIrN3O4S, DFT wB97M-V/def2-TZVPD
Ir -0.482 0.113 -0.823
C 2.435 -1.109 2.547
C 2.387 -0.388 1.206
C 3.289 0.834 1.213
C 2.761 -1.344 0.085
O 1.026 0.084 0.964
Ge -0.425 -0.043 2.109
O -1.197 1.208 0.803
C -1.447 2.651 0.885
C -0.954 3.135 2.239
C -0.666 3.314 -0.239
C -2.941 2.854 0.724
O -1.085 -1.252 0.642
C -1.830 -2.492 0.791
C -2.862 -2.300 1.895
C -2.513 -2.787 -0.528
C -0.837 -3.587 1.148
H 3.446 -1.460 2.751
H 1.772 -1.978 2.548
H 2.148 -0.443 3.364
H 4.331 0.536 1.327
H 3.031 1.498 2.039
H 3.185 1.387 0.277
H 3.798 -1.661 0.191
H 2.649 -0.847 -0.879
H 2.125 -2.232 0.110
H 0.118 2.959 2.351
H -1.486 2.631 3.049
H -1.134 4.205 2.340
H 0.403 3.114 -0.138
H -0.819 4.393 -0.232
H -1.016 2.940 -1.209
H -3.483 2.370 1.537
H -3.285 2.433 -0.222
H -3.178 3.918 0.736
H -3.505 -1.446 1.676
H -2.376 -2.134 2.859
H -3.484 -3.190 1.987
H -3.213 -1.988 -0.781
H -3.061 -3.727 -0.466
H -1.756 -2.881 -1.312
H -0.283 -3.319 2.049
H -0.122 -3.744 0.338
H -1.358 -4.525 1.341
O 1.093 0.582 -2.121
N 1.231 0.753 -3.440
C 2.004 -0.122 -4.107
C 2.239 0.058 -5.450
C 1.673 1.146 -6.104
C 0.888 2.033 -5.383
C 0.680 1.820 -4.038
H 2.412 -0.926 -3.514
H 2.874 -0.646 -5.967
H 1.856 1.308 -7.157
H 0.444 2.901 -5.848
H 0.119 2.483 -3.399
S -2.113 0.520 -2.561
C -3.082 -0.807 -3.120
N -2.516 -1.891 -3.702
C -3.247 -2.885 -4.250
C -4.607 -2.802 -4.206
C -5.143 -1.687 -3.554
N -4.400 -0.719 -3.032
H -1.506 -1.946 -3.721
H -2.702 -3.705 -4.696
H -5.230 -3.566 -4.645
H -6.215 -1.573 -3.442
```

As for the multiplicity: 5. As for the expectation value of S²: 6.014. The charge is +2. The value obtained for the molecular weight is 691.43 u. For the energy above the lowest of the compared OMol25 structures with the same formula, charge and spin, the calculation gives 5.7 kcal per mole. As for the HOMO energy (alpha / beta): -13.59 / -14.44 eV. The calculation puts the HOMO-LUMO gap (alpha / beta) at 7.2 / 6.3 eV. The LUMO energy (alpha / beta) comes out at -0.2360 / -0.2995 hartree. The value obtained for the total energy is -3865.827676 a.u. The value obtained for the max |F| is 0.0116 Eh/bohr.

Atomic partial charges in e from the natural (NBO) method, atoms 1 to 6:
1 Ir 1.59
2 C -0.65
3 C 0.28
4 C -0.63
5 C -0.63
6 O -1.02

=====

No. 3
Computed, not measured: a structure of composition C11H13ClN2O2PbS, with wB97M-V/def2-TZVPD.

XYZ file:
```
31
C11H13ClN2O2PbS, DFT wB97M-V/def2-TZVPD
Cl -2.868 1.103 -2.093
C 0.719 -2.010 -2.502
C 1.843 -1.260 -2.072
C 1.697 0.074 -2.530
H 2.690 -1.654 -1.499
C 0.458 0.168 -3.257
C -0.129 -1.156 -3.250
H -1.042 -1.424 -3.765
H 0.578 -3.077 -2.332
H 2.399 0.894 -2.394
C -0.100 1.390 -3.903
Pb -0.855 0.334 -0.787
C 0.326 -2.019 0.888
C -3.098 -0.935 0.171
O 0.448 -2.689 1.810
O -4.246 -0.932 0.096
H 0.261 2.298 -3.392
H -1.201 1.372 -3.851
H 0.191 1.426 -4.967
S 0.874 2.123 0.719
C 0.455 1.249 2.132
N 1.336 0.673 2.990
C 0.700 0.108 4.176
C -0.790 0.381 3.934
N -0.808 1.004 2.612
H 2.341 0.779 2.864
H 1.068 0.627 5.070
H 0.904 -0.970 4.240
H -1.215 1.075 4.670
H -1.362 -0.555 3.916
H -1.574 1.604 2.306
```

The charge is +2. The value obtained for the molecular weight is 479.96 u. For the energy above the lowest of the compared OMol25 structures with the same formula, charge and spin, the calculation gives 0.0 kcal per mole. As for the HOMO energy (alpha / beta): -15.64 / -15.64 eV. The calculation puts the HOMO-LUMO gap (alpha / beta) at 4.4 / 4.4 eV. The LUMO energy (alpha / beta) comes out at -0.4124 / -0.4118 hartree. The value obtained for the total energy is -1737.497747 a.u. The value obtained for the max |F| is 0.0910 Eh/bohr.

Atomic partial charges in e from the natural (NBO) method, atoms 1 to 6:
1 Cl -0.60
2 C -0.18
3 C 0.06
4 C -0.42
5 H 0.27
6 C 0.36